Record 1
Entry from OMol25: a molecular structure, C37H33AsCl2N2O4S4Ti in a non-equilibrium geometry (wB97M-V/def2-TZVPD).

Each line ends with the Löwdin charge.
Element x y z (Å)
Ti 0.51198 0.69192 0.64599  0.83
C -2.28070 2.24129 4.27634  -0.01
N -2.27428 3.01115 3.04249  -0.12
C -2.44657 4.47227 3.06838  -0.06
C -2.42759 4.85645 1.57686  -0.08
N -2.06277 3.58095 0.95153  0.05
C -2.03893 2.57836 1.81815  -0.69
S -1.82202 0.90723 1.39095  0.78
H -3.22709 2.39035 4.79404  0.11
H -1.46445 2.57414 4.91827  0.10
H -2.15384 1.18774 4.04687  0.06
H -1.62680 4.92141 3.62956  0.13
H -3.38340 4.72995 3.55824  0.13
H -1.69461 5.62704 1.35239  0.13
H -3.40443 5.18294 1.22536  0.13
H -1.91979 3.44234 -0.03304  0.15
Cl 2.36553 4.49150 2.73913  0.71
C 2.52416 2.78411 2.46125  -0.94
Cl 1.52730 1.79341 3.59534  0.73
C 1.92878 2.33974 1.13581  -0.72
O 2.42817 1.35663 0.51181  0.00
O 0.74081 2.68594 0.83341  -0.10
H 3.55361 2.46166 2.56703  0.09
O 0.82004 -0.68189 1.58328  -0.30
C 1.44663 -1.87214 2.19233  -0.46
C 0.95538 -1.93474 3.61522  -0.48
C -0.28240 -1.56218 4.05127  -0.11
C -0.48536 -1.84604 5.43075  -0.16
C 0.60165 -2.43862 5.99685  -0.38
S 1.87311 -2.63936 4.87941  1.10
C 2.92951 -1.64812 2.06036  -0.48
C 3.77885 -0.98778 2.90093  -0.14
C 5.09179 -0.86328 2.36913  -0.15
C 5.19976 -1.41942 1.13052  -0.38
S 3.73621 -2.12182 0.61748  1.09
C 1.00033 -3.09438 1.41901  -0.49
C 1.22862 -4.38987 1.76669  -0.10
C 0.73173 -5.31323 0.80384  -0.14
C 0.13498 -4.69766 -0.25242  -0.37
S 0.17642 -3.00059 -0.07951  1.06
H -1.03185 -1.13016 3.40125  0.08
H -1.39610 -1.63148 5.97134  0.11
H 0.72939 -2.76576 7.01664  0.08
H 3.48841 -0.61062 3.87088  0.09
H 5.91508 -0.39704 2.89044  0.11
H 6.07881 -1.48644 0.50868  0.08
H 1.74012 -4.68258 2.67387  0.12
H 0.81759 -6.38604 0.89987  0.12
H -0.32779 -5.14651 -1.11728  0.08
O 0.06991 0.39133 -1.01922  -0.51
As -0.52908 -0.01291 -2.62011  1.36
C -0.20949 1.55307 -3.61706  -0.31
C 0.62925 2.54130 -3.10916  -0.07
C 0.91105 3.64992 -3.89609  -0.05
C 0.36401 3.76015 -5.16742  -0.04
C -0.46604 2.76481 -5.66721  -0.05
C -0.75435 1.65093 -4.89522  -0.09
C -2.35342 -0.41189 -2.50201  -0.32
C -2.76190 -1.62186 -1.93989  -0.09
C -4.11710 -1.88853 -1.83857  -0.04
C -5.04544 -0.96246 -2.30107  -0.04
C -4.63104 0.24043 -2.85765  -0.05
C -3.27838 0.52649 -2.95894  -0.08
C 0.52638 -1.44799 -3.20433  -0.34
C 1.87325 -1.48104 -2.84800  -0.10
C 2.65734 -2.52069 -3.31597  -0.05
C 2.09871 -3.50402 -4.12663  -0.04
C 0.75775 -3.45566 -4.47946  -0.05
C -0.04319 -2.41956 -4.01910  -0.08
H 1.06130 2.45420 -2.12150  0.09
H 1.56338 4.42574 -3.51821  0.12
H 0.59081 4.62424 -5.77777  0.12
H -0.88607 2.85411 -6.65993  0.12
H -1.39035 0.87052 -5.29615  0.12
H -2.04092 -2.34434 -1.58042  0.07
H -4.44996 -2.82049 -1.40200  0.12
H -6.10259 -1.18217 -2.22921  0.12
H -5.36059 0.95433 -3.21553  0.12
H -2.95489 1.46594 -3.38519  0.10
H 2.30478 -0.72655 -2.20194  0.11
H 3.70458 -2.56704 -3.04940  0.12
H 2.71695 -4.31573 -4.48665  0.12
H 0.33323 -4.22347 -5.11199  0.12
H -1.09186 -2.38187 -4.28800  0.11

## Properties
E_LUMO	-5.76	eV
Kohn-Sham gap	7.118	eV
multiplicity	1
net charge	+2
energy above the lowest of the compared OMol25 structures with the same formula, charge and spin	0.354	eV
HOMO energy	-12.88	eV

Record 2
Entry from OMol25: a molecular structure, C37H33BrGeIrN4O2 in a non-equilibrium geometry (wB97M-V/def2-TZVPD).

Each line ends with the Mulliken spin population.
Element x y z (Å)
Ir -0.47987 0.08406 0.58444  1.47
O -0.61668 -1.72076 -3.70498  0.21
C 0.61332 -1.64446 -3.99182  0.19
C 0.95834 -1.69377 -5.38514  0.13
C 2.25717 -1.57846 -5.74143  0.00
C 3.24336 -1.40209 -4.73599  0.28
C 2.91686 -1.38796 -3.35495  0.01
C 1.62931 -1.50734 -2.93951  0.14
C 1.20240 -1.65845 -1.46630  0.01
O -0.10096 -1.33809 -1.22984  0.11
N 2.10005 -0.86404 -0.55960  0.32
N 1.58743 -0.38881 0.54098  0.21
C 2.41611 -0.23158 1.57457  -0.04
C 2.09347 0.41302 2.77478  0.20
Br 0.56582 1.52371 2.87004  0.10
C 2.89959 0.41460 3.91639  0.01
C 3.91912 -0.48456 4.25022  0.09
C 4.83273 -0.07432 5.27263  0.05
C 5.84354 -0.90478 5.66688  -0.01
C 5.94611 -2.18184 5.09430  0.13
C 5.03767 -2.62524 4.11353  0.00
C 4.03718 -1.79873 3.69235  0.04
H -0.67950 -1.60757 -2.63896  -0.02
H 0.16218 -1.82404 -6.11237  0.00
H 2.54517 -1.61947 -6.78526  0.01
H 4.27937 -1.27568 -5.03108  0.00
H 3.72943 -1.28466 -2.64310  0.01
H 1.42858 -2.70159 -1.20374  0.03
H 3.07595 -1.12734 -0.51192  -0.02
H 3.44046 -0.57620 1.47010  0.00
H 2.71534 1.20838 4.63517  -0.01
H 4.73700 0.91559 5.70825  0.00
H 6.55128 -0.58388 6.42325  0.00
H 6.72522 -2.85586 5.43712  0.00
H 5.11702 -3.63057 3.71735  0.00
H 3.29215 -2.17544 3.00173  0.00
N -0.78857 1.50952 -1.10298  0.09
C -2.16716 2.00062 -1.08045  -0.04
C -2.68269 2.81114 -2.04257  0.01
C -4.00525 3.29283 -1.93251  0.00
C -4.76467 2.96123 -0.84821  0.00
C -4.24513 2.11021 0.15604  0.00
C -4.98468 1.72145 1.29558  0.01
C -4.41784 0.89759 2.22532  0.00
C -3.11805 0.43150 2.01942  0.02
N -2.39670 0.74436 0.94330  0.02
C -2.94254 1.61356 0.01734  0.02
H -0.14081 2.28758 -1.02046  0.00
H -0.59050 1.05835 -1.98759  -0.01
H -2.07417 3.10321 -2.89562  0.00
H -4.40404 3.93660 -2.70613  0.00
H -5.77417 3.34585 -0.73962  0.00
H -5.99625 2.09021 1.42504  0.00
H -4.95333 0.58204 3.11225  0.00
H -2.66403 -0.21980 2.74793  -0.01
Ge -0.81594 -2.06348 1.82171  0.09
C 0.44998 -3.47622 1.46067  0.04
C 0.47685 -4.17341 0.24708  0.00
C 1.29384 -5.28814 0.09197  0.00
C 2.08775 -5.72178 1.14955  0.01
C 2.05972 -5.04585 2.36265  0.00
C 1.24656 -3.92309 2.51857  -0.01
C -2.64270 -2.64359 1.73087  0.03
C -3.27058 -2.96020 2.94045  0.00
C -4.58471 -3.42141 2.94027  0.00
C -5.27546 -3.55384 1.74003  0.00
C -4.65488 -3.23480 0.53687  0.00
C -3.34255 -2.77862 0.52942  -0.01
H -0.53849 -1.64889 3.29468  0.05
H -0.18363 -3.87476 -0.56473  -0.01
H 1.29104 -5.84077 -0.84248  0.00
H 2.70572 -6.60330 1.03507  0.00
H 2.64950 -5.40874 3.19794  0.00
H 1.21132 -3.41961 3.48170  0.00
H -2.74140 -2.86543 3.88460  0.00
H -5.06456 -3.68316 3.87612  0.00
H -6.29697 -3.91152 1.74248  0.00
H -5.19350 -3.34984 -0.39606  0.00
H -2.86786 -2.53761 -0.41856  0.00

## Properties
E_LUMO (alpha / beta)	-9.31 / -11.10	eV
Kohn-Sham gap (alpha / beta)	6.252 / 4.520	eV
multiplicity	5
net charge	+3
energy above the lowest of the compared OMol25 structures with the same formula, charge and spin	0.265	eV
HOMO energy (alpha / beta)	-15.56 / -15.62	eV

Record 3
Entry from OMol25: a molecular structure, C37H34BClF10N2OPRu in a non-equilibrium geometry (wB97M-V/def2-TZVPD).

Each line ends with the Mulliken spin population.
Element x y z (Å)
Ru -0.16950 -0.11590 0.26760  3.83
C 0.29010 -2.37090 4.15560  0.00
C 0.57070 -1.00220 4.78100  -0.01
C -0.62070 -0.10280 4.60330  0.02
C -1.60760 -0.09190 5.57790  -0.01
C -2.77290 0.63750 5.41700  0.02
C -2.96530 1.36550 4.25760  -0.02
C -2.00140 1.39650 3.26370  -0.03
C -2.19310 2.32130 2.10030  0.05
C -1.92920 3.76570 2.52770  0.00
C -0.81520 0.65660 3.43020  0.00
N 0.13480 0.69080 2.41840  0.12
C 1.31570 1.20320 2.56830  0.00
C 2.23000 1.28890 1.50600  0.06
C 3.54600 1.82710 1.47610  0.05
C 3.95760 1.77670 0.16770  0.02
C 2.87440 1.22130 -0.56720  0.08
N 1.87680 0.90540 0.23230  0.06
H 1.15790 -3.01780 4.25880  0.00
H 0.07120 -2.25670 3.09430  -0.01
H -0.56250 -2.84340 4.63960  0.00
H 1.46140 -0.57840 4.31750  0.00
H 0.77130 -1.12490 5.84830  0.00
H -1.45540 -0.66230 6.48240  0.00
H -3.52160 0.64290 6.19530  0.00
H -3.87220 1.93740 4.12040  0.00
H -3.22120 2.24680 1.74160  -0.01
H -1.51590 2.06630 1.27880  0.00
H -2.62540 4.06480 3.30850  0.00
H -2.03690 4.42790 1.67400  0.00
H -0.91890 3.87690 2.90780  0.00
H 1.60470 1.65190 3.52270  0.01
H 4.09240 2.18810 2.32550  0.00
H 4.89680 2.08880 -0.24710  0.00
H 2.81680 1.09920 -1.63420  0.00
Cl -0.30730 -0.48610 -2.50350  0.06
C -1.86420 -0.04620 -3.07770  0.01
C -2.02970 0.25110 -4.42000  -0.01
C -3.28070 0.60510 -4.89530  0.01
C -4.36800 0.61940 -4.03690  0.00
C -4.20360 0.30080 -2.70190  0.01
C -2.94580 -0.02060 -2.19140  0.02
P -2.61770 -0.30320 -0.41680  0.14
C -4.25380 -0.00060 0.33700  0.06
C -4.82280 1.26220 0.16500  0.03
C -6.07960 1.53420 0.67080  0.00
C -6.77530 0.55490 1.36310  0.01
C -6.19530 -0.68540 1.57620  0.00
C -4.93560 -0.96180 1.07410  0.01
C -2.47840 -2.11350 -0.22010  0.02
C -2.13980 -2.55330 1.06360  0.03
C -2.06120 -3.90420 1.33350  0.01
C -2.30160 -4.82370 0.32410  0.01
C -2.59300 -4.38930 -0.95770  0.00
C -2.68430 -3.03530 -1.23610  0.01
H -1.17990 0.20840 -5.08270  0.00
H -3.40680 0.85990 -5.93570  0.00
H -5.34860 0.88370 -4.40220  0.00
H -5.06300 0.29560 -2.05230  0.00
H -4.28000 2.01640 -0.39050  0.00
H -6.52210 2.50970 0.52440  0.00
H -7.76740 0.75640 1.73780  0.00
H -6.72590 -1.44670 2.12990  0.00
H -4.49670 -1.93590 1.23700  0.00
H -1.96400 -1.81440 1.84660  -0.04
H -1.80210 -4.24730 2.32380  0.00
H -2.24370 -5.87990 0.53550  0.00
H -2.75120 -5.10610 -1.74980  0.00
H -2.91380 -2.69540 -2.23800  0.00
F 1.22600 3.47290 -1.52670  0.00
B 0.11910 3.36550 -0.73910  0.06
F -0.46680 2.03430 -0.98300  0.05
F 0.44810 3.36150 0.59980  0.00
F -0.84080 4.28540 -1.02000  0.00
C 2.37650 -2.31660 -1.58660  -0.01
C 1.58420 -2.84690 -0.37420  0.03
O 0.39300 -2.26720 -0.16260  0.25
C 1.33640 -4.35430 -0.63150  0.01
F 2.47460 -5.04420 -0.80820  0.00
F 0.66710 -4.96150 0.34760  0.00
F 0.61890 -4.52640 -1.74630  0.00
C 2.46810 -2.68800 0.90660  -0.03
F 2.05380 -1.60330 1.59340  0.01
F 2.40560 -3.70950 1.76630  0.00
F 3.76750 -2.49020 0.65110  0.00
H 1.74610 -2.40620 -2.46760  0.00
H 3.29090 -2.88700 -1.72080  0.00
H 2.62510 -1.27200 -1.42270  0.01

## Properties
E_LUMO (alpha / beta)	-0.03 / -2.76	eV
Kohn-Sham gap (alpha / beta)	7.811 / 4.952	eV
multiplicity	6
net charge	0
energy above the lowest of the compared OMol25 structures with the same formula, charge and spin	1.134	eV
HOMO energy (alpha / beta)	-7.84 / -7.71	eV

Record 4
Entry from OMol25: a molecular structure, C37H34F5N4OP2SSn (wB97M-V/def2-TZVPD).

Each line ends with the Löwdin charge.
Element x y z (Å)
Sn 0.46106 0.63419 -1.74402  1.53
C -0.40404 -1.24647 2.12946  -0.32
C -1.84007 -0.84021 1.75977  -0.33
P -2.50235 -2.07673 0.54505  1.02
C -2.55779 -1.20066 -1.06650  -0.44
C -2.37878 -1.99802 -2.20265  -0.17
C -2.37651 -1.44539 -3.47463  -0.05
C -2.54754 -0.07572 -3.63158  -0.08
C -2.75769 0.72205 -2.51343  -0.14
C -2.76152 0.16732 -1.23591  -0.15
C -4.24743 -2.34042 0.98433  -0.36
C -4.70648 -2.25967 2.29782  -0.10
C -6.00873 -2.62821 2.60748  -0.06
C -6.85442 -3.10401 1.61755  -0.05
C -6.39989 -3.19933 0.30881  -0.05
C -5.10475 -2.82172 -0.00786  -0.09
P 0.19875 -2.84478 1.45970  0.84
C -0.50168 -4.31211 2.17161  -0.37
C -1.58279 -4.21454 3.04851  -0.08
C -2.07044 -5.35795 3.65694  -0.03
C -1.48823 -6.58889 3.38258  -0.02
C -0.40560 -6.68355 2.51413  -0.03
C 0.09798 -5.54613 1.90854  -0.09
C 1.95296 -2.79338 1.91077  -0.32
C 2.43430 -3.56678 2.96751  -0.05
C 3.74029 -3.40053 3.41229  -0.03
C 4.56524 -2.45897 2.81838  -0.03
C 4.08937 -1.68051 1.76861  -0.05
C 2.79279 -1.84660 1.31804  -0.11
H -0.23088 -1.33900 3.20489  0.11
H 0.32515 -0.52862 1.75256  0.06
H -1.83204 0.15745 1.32496  0.06
H -2.48047 -0.80392 2.63813  0.07
H -2.24992 -3.06866 -2.08446  0.10
H -2.27322 -2.08293 -4.34321  0.13
H -2.56553 0.35994 -4.62293  0.12
H -2.99178 1.77064 -2.64041  0.11
H -3.01378 0.79622 -0.38863  0.11
H -4.07287 -1.89330 3.09836  0.09
H -6.36312 -2.53683 3.62634  0.12
H -7.86532 -3.40065 1.86365  0.12
H -7.05367 -3.57124 -0.46913  0.12
H -4.76954 -2.89213 -1.03514  0.10
H -2.03467 -3.25360 3.26666  0.09
H -2.90079 -5.29202 4.34715  0.12
H -1.87902 -7.48319 3.85028  0.13
H 0.05422 -7.64390 2.32108  0.13
H 0.95745 -5.61595 1.25582  0.11
H 1.79673 -4.29490 3.44931  0.11
H 4.10814 -4.00588 4.23038  0.13
H 5.58117 -2.33202 3.16948  0.12
H 4.74010 -0.94865 1.30631  0.11
H 2.43680 -1.25128 0.48613  0.06
F 4.40972 -5.32062 -3.57390  0.20
C 3.47622 -4.73464 -2.86474  -0.11
C 3.51425 -3.35747 -2.68420  -0.13
F 4.48707 -2.63744 -3.22200  0.16
C 2.52276 -2.75218 -1.94926  -0.22
F 2.55338 -1.40045 -1.83405  -0.04
C 1.48918 -3.47750 -1.36640  -0.39
S 0.10410 -2.64479 -0.65236  0.78
C 1.45572 -4.85145 -1.58494  -0.22
F 0.45076 -5.57270 -1.11381  0.12
C 2.44593 -5.48378 -2.31583  -0.12
F 2.39960 -6.78483 -2.51032  0.18
C 4.04368 2.21160 -0.16374  -0.02
N 4.17264 2.56650 -1.57132  0.07
C 3.29328 2.27710 -2.52187  -0.52
N 3.53130 2.64276 -3.77937  0.23
O 2.20836 1.64850 -2.25247  -0.28
H 3.69926 3.05951 0.42783  0.10
H 5.01307 1.89499 0.21149  0.10
H 3.34375 1.38813 -0.05623  0.06
H 5.00426 3.07260 -1.83527  0.17
H 4.36733 3.13707 -4.04600  0.14
H 2.89725 2.36833 -4.50977  0.14
N -1.02614 4.35065 0.13702  0.12
C -0.24523 3.87282 1.16321  -0.02
C 0.25688 2.69409 0.72212  -0.13
N -0.22413 2.45437 -0.56068  -0.13
C -0.99078 3.48654 -0.87942  -0.14
H -1.53564 5.22370 0.14961  0.19
H -0.11642 4.40014 2.09346  0.14
H 0.92756 2.01404 1.22230  0.11
H -1.50713 3.62518 -1.81390  0.15

## Properties
E_LUMO	-9.51	eV
Kohn-Sham gap	5.437	eV
multiplicity	1
net charge	+3
energy above the lowest of the compared OMol25 structures with the same formula, charge and spin	0.711	eV
HOMO energy	-14.95	eV